Formula: C34H37F6N2OPdSSbSi
Source: the Open Molecules 2025 dataset
Level of theory: ωB97M-V/def2-TZVPD

Structure (XYZ):
```
84
Properties=species:S:1:pos:R:3:forces:R:3:mulliken_spin:R:1
Sb 0.30014 0.34842 4.68722 -0.9 0.9 0.8 0.0018
Pd -0.52900 -0.06590 0.81092 -0.4 0.0 -0.4 0.8356
S 1.92349 -0.12923 1.37124 0.5 0.0 0.9 -0.0167
Si -0.64717 -0.32090 -1.49283 0.1 0.3 -0.1 0.0513
F -0.21034 -1.41350 4.30144 0.0 -0.6 -0.2 0.0005
F 0.50306 -0.24103 6.47406 0.0 -0.1 0.4 0.0000
F -0.36628 1.09590 3.01446 0.1 -0.2 -0.4 0.0007
F 2.18781 0.45837 4.81753 0.7 -0.2 -0.1 0.0002
F -1.51768 0.62443 5.17809 -0.5 -0.1 0.0 -0.0001
F 0.49433 2.18433 5.10427 0.1 0.6 0.2 0.0003
O 1.48944 -0.56553 2.75745 0.4 0.0 -1.5 -0.0082
N -2.72188 1.05348 1.10909 -0.3 -0.4 0.1 0.0226
N -1.60552 -2.22778 1.16999 -0.3 -0.1 0.3 0.0170
C 5.62208 -1.11713 2.74177 0.0 0.0 0.0 -0.0012
C -1.01423 3.83419 -3.76497 0.0 -0.1 0.0 0.0009
C 1.93982 -1.51449 -2.03241 -0.1 0.0 -0.2 -0.0577
C -4.65442 -0.99490 -2.61760 0.2 0.1 0.0 -0.0081
C -0.71467 1.44033 -3.83133 0.0 0.1 0.0 -0.0073
C 1.99440 2.22626 -0.00824 0.0 0.0 0.0 0.0215
C -0.91042 2.55282 -1.72646 0.0 0.0 -0.3 0.0006
C -3.64930 -3.15663 -2.32531 0.0 0.1 0.0 -0.0060
C -3.92731 0.18924 1.02723 0.5 0.1 0.0 -0.0087
C -3.07287 -1.28962 2.95328 -0.2 -0.2 0.0 0.0065
C -2.43360 -2.54610 -2.02517 -0.1 0.0 -0.1 0.0295
C 2.58190 -2.71788 -4.01526 -0.1 0.0 0.0 0.0010
C -2.60807 -2.54017 2.21809 0.1 0.2 -0.1 0.0036
C 2.39116 2.42872 2.37315 0.0 0.0 0.1 -0.0070
C 5.89035 -0.48483 0.43312 0.0 0.0 0.0 -0.0028
C -3.43393 -0.39177 -2.31571 0.0 -0.1 -0.1 0.0152
C 2.55277 3.79616 2.21669 0.0 0.1 -0.1 0.0026
C -0.75470 1.35147 -2.43175 0.0 0.2 -0.1 -0.0001
C 2.45334 4.38109 0.95569 0.0 0.0 0.0 -0.0007
C 2.18591 3.59527 -0.15849 0.0 0.0 0.0 0.0122
C -1.04581 3.77999 -2.37784 0.0 -0.1 0.0 0.0080
C 2.90216 -2.20475 -2.76616 -0.1 0.1 0.0 0.0024
C 0.34150 -1.85247 -3.77214 0.2 0.0 0.1 0.0175
C -4.76614 -2.37944 -2.62083 0.1 0.0 0.0 0.0144
C -2.29132 -1.14915 -2.01439 -0.2 0.0 -0.1 -0.0192
C -0.84128 2.65884 -4.49144 0.0 0.0 0.1 0.0012
C 1.29519 -2.54267 -4.51553 0.0 0.1 0.1 0.0033
C 6.43912 -0.91888 1.63656 0.0 0.0 0.0 0.0041
C 4.25114 -0.88522 2.65761 0.1 0.0 0.1 0.0030
C 4.52875 -0.23929 0.33939 0.0 0.0 0.1 0.0052
C 2.09517 1.66303 1.25574 0.1 -0.1 0.1 -0.0123
C -4.23278 -0.52697 2.33315 0.1 0.1 0.1 0.0021
C 0.64051 -1.30718 -2.51179 0.1 -0.2 -0.1 0.0631
C 3.72640 -0.43346 1.45912 -0.1 0.0 -0.1 0.0284
H -5.07969 -1.19603 2.14977 0.0 0.0 0.0 0.0003
H 2.75635 4.40497 3.09093 0.0 0.0 -0.1 0.0003
H 2.58284 5.45371 0.84247 0.0 -0.1 0.0 -0.0001
H -3.46363 -3.07067 1.78313 0.0 -0.1 0.0 -0.0007
H 2.49018 1.97621 3.35506 -0.1 0.0 -0.1 -0.0010
H -3.36514 0.69510 -2.31984 0.0 -0.1 0.0 0.0039
H -1.16303 4.69138 -1.79912 0.0 -0.1 0.0 0.0005
H -0.83397 -2.87328 1.18812 0.1 -0.2 0.1 0.0060
H -2.77225 1.79020 0.42578 0.0 0.2 -0.2 -0.0036
H -0.58193 0.53698 -4.42288 0.0 0.1 0.1 0.0005
H 4.10322 0.11644 -0.59390 0.0 0.0 0.1 -0.0008
H -0.80515 2.69407 -5.57515 0.0 0.0 0.0 0.0003
H -1.56966 -3.17186 -1.80042 -0.1 0.1 -0.1 -0.0018
H 2.09765 4.04260 -1.14336 0.0 0.0 0.1 0.0006
H -5.71441 -2.85137 -2.85689 0.1 0.0 0.0 0.0013
H -0.88783 2.52517 -0.64438 0.0 0.0 0.1 0.0008
H -4.81459 0.76200 0.75673 -0.1 0.2 -0.2 -0.0001
H -0.66053 -1.74642 -4.17869 0.1 0.0 0.0 0.0012
H 7.50652 -1.09512 1.71130 -0.1 0.0 0.0 0.0005
H 3.89712 -2.34643 -2.35496 -0.1 0.0 0.0 -0.0001
H 3.32460 -3.25713 -4.59212 0.0 0.0 0.0 -0.0001
H 1.76288 1.60892 -0.86934 -0.1 0.0 0.0 -0.0015
H -4.56272 0.21781 3.06645 -0.1 0.0 0.0 -0.0007
H -1.11386 4.78507 -4.27789 0.0 -0.1 0.0 -0.0001
H 3.59492 -1.02037 3.51353 0.1 0.0 -0.1 0.0015
H 6.52451 -0.33042 -0.43268 0.0 0.0 0.0 0.0001
H -2.62027 1.47757 2.02394 0.0 0.0 0.1 -0.0040
H -3.32910 -1.53801 3.98443 0.0 -0.1 0.0 0.0012
H -5.51897 -0.38136 -2.85167 0.1 0.0 0.0 -0.0006
H 2.20234 -1.14399 -1.05141 0.0 0.0 0.0 0.0104
H -2.21958 -0.63758 3.01300 0.4 0.3 0.2 -0.0013
H 1.03158 -2.95003 -5.48561 0.0 0.0 0.0 -0.0002
H 6.04770 -1.45001 3.68182 0.0 0.0 -0.1 0.0005
H -3.72631 -4.23848 -2.33129 0.0 0.0 0.0 -0.0005
H -2.00344 -2.25477 0.24310 -0.1 -0.1 0.0 -0.0285
H -3.75404 -0.52968 0.22503 0.0 0.0 0.0 -0.0043
H -2.14351 -3.20059 2.94629 0.1 -0.1 0.0 0.0003
```
Positions in Å, forces in eV/Å.

Summary:
- Total charge: -1
- Kohn-Sham gap (alpha / beta): 6.2307 / 7.2590 eV
- LUMO energy (alpha / beta): 2.434 / 2.372 eV
- Expectation value of S²: 0.754
- 2S+1: 2

---

Formula: C2H14O4S2
Source: the Open Molecules 2025 dataset
Level of theory: ωB97M-V/def2-TZVPD

Structure (XYZ):
```
22
Properties=species:S:1:pos:R:3:forces:R:3:mulliken_charge:R:1
S 1.02066 0.50899 -0.08163 0.5 0.4 -2.1 -0.0784
S 0.49125 -0.34042 1.62348 -1.1 -0.9 1.3 -0.1363
O 1.54370 -2.96731 -1.09834 -0.6 -0.8 -0.1 -0.5982
O -0.16799 2.91367 1.58867 -0.4 0.2 -0.3 -0.6578
O -2.49468 -2.24102 -1.90347 -0.4 -0.1 0.3 -0.6389
O -0.40398 3.54851 -1.30747 0.0 0.0 -0.2 -0.6241
C -0.33939 -1.98354 1.31498 0.3 1.3 0.2 -0.4340
C -0.49209 0.41283 -1.11254 0.4 -0.6 0.2 -0.4831
H -1.02252 -1.89149 0.48424 0.1 -0.1 -0.4 -0.0458
H -0.39714 1.97393 1.56906 0.1 0.1 0.2 0.2817
H 0.40302 -2.75620 1.17862 -0.1 -0.2 0.1 0.2420
H 1.18889 -3.14015 -1.98354 0.4 0.3 0.3 0.2960
H -1.66451 -2.69847 -2.07398 -0.2 -0.2 0.2 0.3078
H -2.97438 -2.73460 -1.21286 0.5 0.2 -0.5 0.3058
H -0.98182 -2.04769 2.19048 0.3 -0.5 0.2 0.3615
H -0.25422 0.55851 -2.16355 0.3 0.4 0.1 0.3374
H -1.16800 4.12809 -1.38126 0.1 0.0 0.1 0.3053
H 2.06403 -2.17004 -1.13516 0.2 0.6 -0.2 0.3128
H 0.26881 3.07229 2.42503 0.1 -0.1 0.2 0.3190
H -1.32688 1.04983 -0.84119 0.1 0.1 0.3 0.2892
H -0.22680 3.47118 -0.36095 0.0 0.0 0.2 0.3522
H -0.71112 -0.64046 -1.02087 -0.7 -0.1 -0.1 -0.0141
```
Positions in Å, forces in eV/Å.

Summary:
- Kohn-Sham gap: 8.5657 eV
- LUMO energy: 0.301 eV
- 2S+1: 1

---

Formula: C6H13NO2S
Source: the Open Molecules 2025 dataset
Level of theory: ωB97M-V/def2-TZVPD

Structure (XYZ):
```
23
Properties=species:S:1:pos:R:3:forces:R:3:mulliken_charge:R:1
S 0.26396 -0.51607 -1.82742 -0.5 -1.0 0.0 0.7175
O -1.04483 -1.12410 -2.16154 1.0 0.5 -0.2 -0.6339
O 0.05036 1.15206 -1.75824 1.1 -1.1 -1.7 -0.3739
N -0.58345 0.50282 0.42458 0.6 -0.1 -0.1 0.1886
C -0.72907 1.49156 -0.67770 -2.0 -3.7 2.1 -0.6257
C 1.06674 -0.59211 2.05960 0.1 -1.5 0.0 -0.5908
C 0.54513 -1.97399 1.67463 -0.5 0.3 1.4 -0.5679
C 1.36944 -0.43911 -3.28827 1.5 1.4 2.8 -0.9468
C 0.70319 0.46123 1.15381 -3.8 1.4 1.8 -0.0658
C -1.76215 0.00058 1.13868 0.3 2.6 -0.1 -1.2342
H 0.79558 -0.14308 -4.09041 -1.1 1.1 -1.9 0.3461
H -2.21062 -0.76518 0.63238 -1.0 -2.4 -1.6 0.3877
H 1.47318 0.05573 0.57655 2.4 -0.5 -1.9 0.2780
H -0.50794 -2.09014 2.18963 2.0 0.0 -1.0 0.2237
H -0.43430 2.39479 -0.35026 1.3 3.5 0.9 0.4969
H 2.08212 0.39308 -2.86679 -1.0 -1.6 -1.4 0.2723
H 0.95735 1.44310 1.55206 0.3 0.2 -0.3 0.2918
H 0.41900 -2.00989 0.58702 -0.3 -0.4 0.1 0.1216
H -1.80202 1.54065 -0.88875 0.1 -0.2 -0.4 0.3396
H -2.57816 0.75241 1.17121 0.6 0.0 0.5 0.3555
H 1.89974 -1.36134 -3.54945 -0.3 0.1 0.7 0.3450
H -1.51888 -0.38345 2.11297 0.1 0.4 0.4 0.3806
H 1.24410 -2.78564 2.04913 -1.0 1.0 -0.4 0.2939
```
Positions in Å, forces in eV/Å.

Summary:
- Kohn-Sham gap: 8.5961 eV
- LUMO energy: 0.386 eV
- 2S+1: 1

---

Formula: C27H25FO6S
Source: the Open Molecules 2025 dataset
Level of theory: ωB97M-V/def2-TZVPD

Structure (XYZ):
```
60
Properties=species:S:1:pos:R:3:forces:R:3:mulliken_charge:R:1
S 1.08807 2.24769 -3.25447 -0.3 -0.6 0.0 1.2252
F 0.16604 1.84895 -0.78243 -0.1 1.1 2.5 -0.4149
O 2.52265 1.79406 -3.36615 -2.8 1.0 -0.6 -0.6900
O -0.78958 -0.64067 -1.34686 -0.6 -1.1 0.8 -0.7154
O 4.79908 -0.25006 2.00278 -2.6 0.0 -0.4 -0.4975
O -5.59109 -0.31376 2.52371 2.5 0.0 0.1 -0.4959
O 0.16012 2.44606 -4.42950 2.5 -0.8 1.9 -0.7000
O -0.03726 -0.47715 -3.49758 0.3 0.6 0.2 -0.3227
C 0.27299 1.29686 -1.96883 0.7 -1.2 -4.6 -0.1760
C -4.06023 -2.02386 2.15032 -0.2 0.6 0.0 0.9566
C -4.24813 -0.65337 2.42930 -0.7 -0.7 -0.3 0.0501
C 3.46641 -0.62506 1.88795 0.7 -0.5 0.4 0.0523
C 0.27381 6.07107 -2.27069 -0.1 0.1 0.0 -0.6081
C 2.17347 4.17757 -1.60887 0.4 -0.3 0.2 -0.0940
C -6.36707 -1.49383 2.26840 -0.8 -0.4 -0.2 -0.3365
C 2.24255 5.44302 -1.06469 0.2 0.0 0.2 -0.7068
C 3.26909 -1.99698 2.15619 0.2 0.5 -0.1 1.0192
C 5.56540 -1.41512 2.33626 0.7 -0.4 0.1 -0.3665
C 1.11304 -0.38098 1.50585 0.0 -0.3 0.0 -0.6703
C 4.60016 -2.60689 2.44493 0.2 -0.6 0.1 -0.6707
C 0.89032 -1.73982 1.85719 -0.4 0.0 -0.1 0.8525
C 0.20734 4.80514 -2.81352 -0.5 0.0 -0.4 -0.3224
C -0.22362 0.00960 -2.22621 0.6 1.9 0.5 0.7975
C -2.81100 -2.54650 1.97324 -0.2 0.4 0.1 -0.7478
C -0.39674 -2.32639 1.93302 0.2 0.9 0.0 -0.3489
C -0.31658 -2.28013 -5.04225 0.2 0.4 -0.1 -1.2351
C 1.29293 6.38829 -1.39689 0.1 0.3 0.0 -0.3386
C -0.59415 -1.75584 -3.64894 -0.5 -0.7 0.3 -0.0859
C -5.39998 -2.67192 2.06708 -0.2 -0.6 -0.1 -0.7124
C -3.12805 0.17188 2.57603 -0.9 0.5 0.1 -1.3111
C 2.02094 -2.55229 2.13141 0.2 0.3 -0.1 -0.8408
C 1.16049 3.87171 -2.48582 0.0 -0.6 -0.3 -0.0803
C 2.36745 0.16945 1.54295 1.0 0.5 0.0 -1.4720
C -1.66787 -1.71694 2.07447 0.2 0.1 0.1 1.1046
C -1.87052 -0.34989 2.40904 0.0 -0.5 -0.1 -0.6198
H -7.04992 -1.64730 3.11474 0.3 0.1 -0.2 0.2823
H 0.75201 -2.46262 -5.17426 0.0 0.0 0.0 0.2912
H -0.85982 -3.20270 -5.25666 0.0 0.1 0.2 0.3816
H 6.31624 -1.56198 1.54843 -0.2 0.1 0.2 0.2785
H 3.04483 5.69372 -0.39079 0.1 0.1 0.1 0.3862
H 0.29701 0.19813 1.10698 0.0 0.1 -0.1 0.6700
H 2.53958 1.20132 1.29339 -0.1 0.2 -0.2 0.5513
H -2.70427 -3.58890 1.73698 0.1 -0.3 -0.1 0.4728
H -0.46257 6.80976 -2.54042 -0.1 0.1 0.0 0.3749
H -0.40724 -3.40344 1.94451 0.0 -0.4 0.0 0.4011
H 1.36295 7.38496 -0.99417 0.0 0.2 0.1 0.3753
H 4.62053 -3.06780 3.43877 0.1 0.1 -0.1 0.2782
H 1.90103 -3.60034 2.34111 -0.1 -0.3 0.1 0.4747
H -5.51631 -3.44095 2.84007 0.0 0.1 -0.1 0.2646
H 4.83361 -3.39777 1.72232 0.0 0.2 0.1 0.2732
H -3.28459 1.20622 2.82941 0.1 0.2 0.0 0.4550
H -0.15923 -2.39751 -2.86832 -0.2 -0.1 -0.3 0.2423
H -1.01963 0.27959 2.59639 0.0 0.1 0.0 0.7190
H -0.56982 4.53106 -3.51152 0.0 0.0 -0.1 0.4639
H -0.60400 -1.52460 -5.77629 -0.1 -0.1 0.0 0.3120
H 2.90984 3.42320 -1.37492 0.1 0.0 0.0 0.4489
H -5.53540 -3.15708 1.09444 -0.1 0.1 0.2 0.2891
H -1.67150 -1.66873 -3.44094 0.2 -0.3 -0.2 0.2732
H 6.09859 -1.22156 3.27736 -0.2 0.0 -0.3 0.2853
H -6.98238 -1.30856 1.37699 0.2 0.0 0.2 0.2781
```
Positions in Å, forces in eV/Å.

Summary:
- Kohn-Sham gap: 2.8798 eV
- LUMO energy: -2.721 eV
- 2S+1: 1

---

- Which of these has the highest 2S+1?
  C34H37F6N2OPdSSbSi

---

- Number 1 is which compound?
  C34H37F6N2OPdSSbSi